No. 1
{"formula": "C3H6N2O", "method": "the ωB97M-V functional and the def2-TZVPD basis", "smiles": "O/N=C\\N1CC1", "homo_ev": -8.85, "max_force_ev_per_a": 0.59, "relative_energy_ev": 3.702, "gap_ev": 9.910, "species": ["C", "C", "C", "H", "H", "H", "H", "H", "H", "N", "N", "O"], "positions_angstrom": [[-0.697476, -1.022655, -0.123151], [0.768708, 0.942362, 0.074054], [1.633948, -0.269634, 0.026787], [-3.023413, 0.824687, -0.013872], [-0.490199, -2.073201, 0.039194], [0.260993, 1.175678, 1.001293], [0.973994, 1.786809, -0.574198], [2.499290, -0.302510, -0.636882], [1.723788, -0.847661, 0.946450], [-1.905890, -0.657307, 0.079920], [0.341256, -0.258279, -0.623748], [-2.085000, 0.701709, -0.195848]], "forces_ev_per_angstrom": [[-0.4, 0.0, 0.1], [0.0, 0.1, -0.2], [0.3, -0.1, 0.1], [0.1, 0.0, 0.0], [-0.1, 0.0, 0.0], [0.1, 0.0, 0.0], [0.0, -0.1, 0.1], [-0.3, 0.0, 0.2], [0.0, 0.1, -0.2], [0.5, -0.3, 0.0], [-0.1, 0.2, -0.1], [-0.1, 0.1, 0.0]], "lowdin_charge": [-0.225, -0.120, -0.125, 0.088, 0.120, 0.108, 0.106, 0.105, 0.108, -0.008, -0.076, -0.081]}

No. 2
{"formula": "C18H29N3O7P2PbS2", "method": "the ωB97M-V functional and the def2-TZVPD basis", "homo_ev": -7.08, "max_force_ev_per_a": 0.99, "relative_energy_ev": 0.814, "gap_ev": 6.938, "species": ["Pb", "C", "C", "N", "C", "C", "S", "C", "C", "N", "H", "H", "H", "H", "H", "H", "H", "H", "H", "H", "H", "H", "H", "H", "C", "C", "C", "C", "C", "C", "C", "C", "C", "S", "C", "N", "H", "H", "H", "H", "H", "H", "H", "H", "C", "C", "O", "P", "O", "O", "O", "P", "O", "O", "O", "H", "H", "H", "H", "H", "H", "H"], "positions_angstrom": [[0.031789, -0.449753, -0.170367], [2.341263, -3.190739, 0.282405], [3.056040, -1.935970, 0.769425], [2.136177, -1.015315, 1.437802], [1.816775, -1.317776, 2.840636], [0.431096, -0.798976, 3.256493], [-1.680291, -2.313034, 0.725336], [-0.736105, -3.859555, 0.484786], [0.186713, -3.862959, -0.725343], [1.249208, -2.857376, -0.623827], [1.924917, -3.731023, 1.135052], [3.078439, -3.856783, -0.183112], [3.467777, -1.407862, -0.094175], [3.896132, -2.220360, 1.415451], [2.509129, -0.072721, 1.382495], [2.585988, -0.912258, 3.506620], [1.818871, -2.401044, 2.970033], [0.377735, -0.684649, 4.337837], [-0.356887, -1.468489, 2.906767], [-1.459828, -4.666517, 0.361750], [-0.172847, -4.078576, 1.395321], [-0.403767, -3.624265, -1.611674], [0.603053, -4.872051, -0.863023], [1.605441, -2.634478, -1.547933], [-2.746538, 0.529925, -1.848786], [-3.069549, 1.092432, -0.494769], [-4.328471, 1.703078, -0.265471], [-4.672345, 2.053118, 0.998744], [-3.761201, 1.838719, 2.060788], [-4.104714, 2.118368, 3.401948], [-3.205289, 1.902525, 4.403054], [-1.908158, 1.457003, 4.084738], [-1.541124, 1.174359, 2.795304], [0.160655, 0.808212, 2.447725], [-2.489871, 1.317029, 1.737750], [-2.188472, 0.933754, 0.461877], [-3.404944, 0.938662, -2.613362], [-2.880911, -0.555288, -1.819722], [-1.713224, 0.724219, -2.138651], [-5.002666, 1.855536, -1.097048], [-5.639213, 2.491694, 1.215125], [-5.094342, 2.503506, 3.615777], [-3.465703, 2.103244, 5.433269], [-1.171874, 1.358904, 4.872572], [0.381811, 2.572042, -3.493042], [1.744373, 2.021448, -3.064785], [2.797745, 2.583878, -3.845913], [1.816654, 0.218930, -3.304929], [3.336520, -0.199317, -3.141203], [1.533633, 0.066449, -4.869628], [0.888635, -0.578337, -2.468322], [2.070768, 2.509379, -1.308244], [3.378637, 1.531706, -0.958660], [2.588790, 3.902770, -1.358617], [0.937564, 2.061595, -0.457433], [0.134716, 2.253677, -4.505341], [0.431099, 3.661028, -3.465079], [-0.398770, 2.250981, -2.804534], [3.020307, 3.415809, -3.393917], [3.749751, 0.353575, -2.448455], [1.439470, -0.857256, -5.132690], [4.069458, 2.115168, -0.618835]], "forces_ev_per_angstrom": [[-0.1, -0.1, 0.4], [-0.1, 0.0, 0.0], [-0.1, 0.0, 0.0], [0.0, 0.1, 0.1], [0.0, 0.0, 0.0], [-0.1, 0.0, -0.1], [-0.2, -0.3, 0.0], [-0.1, 0.1, 0.0], [0.0, 0.0, 0.0], [0.0, 0.0, 0.0], [0.0, 0.0, 0.0], [0.0, 0.0, 0.0], [0.0, 0.0, 0.0], [0.0, 0.0, 0.0], [0.0, 0.0, -0.1], [0.0, 0.0, 0.0], [0.0, 0.0, 0.0], [0.0, 0.0, 0.0], [0.0, 0.0, 0.0], [0.0, 0.0, 0.0], [0.0, -0.1, 0.0], [0.0, 0.0, 0.0], [0.0, 0.0, 0.0], [0.0, 0.0, 0.1], [0.0, 0.0, 0.0], [0.0, 0.0, 0.0], [0.0, 0.0, -0.1], [0.0, 0.0, 0.1], [-0.1, 0.0, 0.0], [0.0, 0.0, 0.0], [0.0, 0.0, 0.0], [0.0, 0.0, 0.0], [0.1, 0.0, 0.0], [0.0, 0.2, 0.3], [-0.1, -0.1, 0.0], [-0.1, 0.2, 0.3], [0.0, 0.0, 0.0], [0.0, 0.0, 0.0], [0.0, 0.0, 0.0], [0.0, 0.0, 0.0], [0.0, 0.0, 0.0], [0.0, 0.0, 0.0], [0.0, 0.0, 0.0], [0.0, 0.0, 0.0], [0.0, 0.0, 0.1], [0.1, 0.0, 0.0], [-0.1, -0.1, -0.1], [0.3, 0.7, -0.6], [-0.1, -0.1, 0.1], [0.1, -0.2, 0.3], [0.2, -0.2, -0.9], [0.1, 0.2, 0.2], [0.0, -0.1, 0.1], [-0.1, -0.2, -0.1], [-0.1, 0.1, 0.1], [0.0, 0.0, 0.0], [0.0, 0.0, 0.0], [0.0, 0.0, 0.0], [0.0, 0.0, 0.0], [0.0, 0.0, 0.1], [-0.1, 0.0, -0.1], [0.1, 0.0, -0.1]], "lowdin_charge": [1.172, -0.205, -0.199, -0.174, -0.258, -0.429, 0.387, -0.627, -0.307, -0.151, 0.105, 0.124, 0.115, 0.122, 0.087, 0.119, 0.117, 0.079, 0.020, 0.055, 0.045, 0.112, 0.115, 0.091, -0.037, -0.308, -0.004, 0.003, -0.146, -0.027, -0.066, -0.084, -0.422, 0.907, -0.204, 0.045, 0.085, 0.082, 0.033, 0.114, 0.121, 0.116, 0.107, 0.108, -0.055, -0.596, -0.063, 0.481, -0.112, -0.088, -0.442, 0.308, -0.192, -0.297, -0.432, 0.083, 0.095, 0.058, 0.081, 0.060, 0.094, 0.080]}